1.
The following is a quantum chemistry calculation of a molecular structure, C2H3NO2 at a distorted geometry, from the OMol25 dataset.

XYZ file:
```
8
C2H3NO2 the ωB97M-V functional and the def2-TZVPD basis
N 0.38 0.44 0.46
O 0.50 1.63 -1.77
C 0.07 0.66 -1.27
H 0.83 0.99 1.18
H -0.23 -1.11 1.79
C -0.20 -0.69 0.78
O -0.79 -1.36 -0.14
H -0.56 -0.56 -1.04
```

## Properties
Energy: -283.183185 a.u.
Lowest unoccupied orbital energy: 0.87 eV
Total charge: 0
Strongest force on any atom: 0.0218 hartree/bohr
HOMO-LUMO gap: 10.163 eV
Highest occupied orbital energy: -9.29 eV


2.
The following is a quantum chemistry calculation of C2H3NO2 in the gas phase at a distorted geometry, from the OMol25 dataset.

XYZ file:
```
8
C2H3NO2 the ωB97M-V functional and the def2-TZVPD basis
O -1.48 -1.36 -0.86
C -0.39 -0.59 -0.85
H 0.61 -0.53 0.97
O -1.43 -0.65 1.16
N -2.19 -1.39 0.18
H 0.10 -0.32 -1.69
C -0.33 -0.03 0.55
H -0.59 1.03 0.75
```

## Properties
Energy: -283.029453 a.u.
Lowest unoccupied orbital energy (alpha / beta): 0.51 / 0.79 eV
Total charge: 0
Strongest force on any atom: 0.0851 hartree/bohr
HOMO-LUMO gap (alpha / beta): 8.852 / 8.806 eV
Highest occupied orbital energy (alpha / beta): -8.35 / -8.02 eV


3.
The following is a quantum chemistry calculation of C2H3NO2 in the gas phase, from the OMol25 dataset.

XYZ file:
```
8
C2H3NO2 the ωB97M-V functional and the def2-TZVPD basis
C -0.05 -0.96 1.15
O 0.85 -0.40 1.70
H -0.73 -1.69 1.61
N -0.16 1.42 -0.39
O -0.38 -0.85 -0.17
C -0.01 0.27 -0.88
H 0.35 -0.01 -1.88
H 0.13 2.14 -1.05
```

## Properties
SMILES: [H]/N=C/OC=O
Energy: -283.225305 a.u.
Lowest unoccupied orbital energy: 0.88 eV
Total charge: 0
Strongest force on any atom: 0.0121 hartree/bohr
HOMO-LUMO gap: 11.552 eV
Highest occupied orbital energy: -10.67 eV


4.
The following is a quantum chemistry calculation of C2H3NO2 in the gas phase at a distorted geometry, from the OMol25 dataset.

XYZ file:
```
8
C2H3NO2 the ωB97M-V functional and the def2-TZVPD basis
C -0.07 0.28 -0.22
H -0.74 1.57 1.18
O 1.26 -0.73 -1.83
H 0.22 -1.91 -0.37
O -0.55 0.05 2.09
N -0.47 0.59 0.99
C 0.55 -0.87 -0.89
H -0.18 1.01 -0.94
```

## Properties
SMILES: O=C/C=[NH+]\[O-]
Energy: -283.117782 a.u.
Lowest unoccupied orbital energy: -0.48 eV
Total charge: 0
Strongest force on any atom: 0.0979 hartree/bohr
HOMO-LUMO gap: 9.287 eV
Highest occupied orbital energy: -9.77 eV


5.
The following is a quantum chemistry calculation of C2H3NO2 in the gas phase at a distorted geometry, from the OMol25 dataset.

XYZ file:
```
8
C2H3NO2 the ωB97M-V functional and the def2-TZVPD basis
N 0.85 -0.35 -0.39
H -0.94 -1.22 0.41
O 1.85 -0.26 0.67
C 1.86 0.57 -0.28
C -0.54 -0.37 -0.06
H -1.02 1.45 0.04
O -1.00 0.75 0.65
H -1.07 -0.56 -1.05
```

## Properties
2S+1: 3
Energy: -282.925689 a.u.
Lowest unoccupied orbital energy (alpha / beta): 0.83 / -2.50 eV
Total charge: 0
Strongest force on any atom: 0.1076 hartree/bohr
HOMO-LUMO gap (alpha / beta): 8.129 / 7.406 eV
Highest occupied orbital energy (alpha / beta): -7.30 / -9.91 eV


6.
The following is a quantum chemistry calculation of C2H3NO2S in the gas phase at a distorted geometry, from the OMol25 dataset.

XYZ file:
```
9
C2H3NO2S the ωB97M-V functional and the def2-TZVPD basis
O -1.78 1.24 0.09
C -1.24 0.18 0.07
N 1.11 0.36 -0.39
H -2.81 -0.67 -0.41
H 3.35 0.65 -0.93
S 2.67 -0.03 0.07
O -1.89 -0.98 -0.19
H 0.38 -0.67 1.29
C 0.21 -0.08 0.39
```

## Properties
SMILES: O=C(O)/C=N/S
Energy: -681.407015 a.u.
Lowest unoccupied orbital energy: 0.53 eV
Total charge: 0
Strongest force on any atom: 0.0287 hartree/bohr
HOMO-LUMO gap: 9.976 eV
Highest occupied orbital energy: -9.44 eV


7.
The following is a quantum chemistry calculation of C2H3NO2S in the gas phase at a distorted geometry, from the OMol25 dataset.

XYZ file:
```
9
C2H3NO2S the ωB97M-V functional and the def2-TZVPD basis
H -1.24 1.71 -0.60
O -1.36 -0.96 -0.37
O 0.70 1.87 0.00
C 1.01 -0.77 0.11
S 2.54 -0.24 -0.21
N -0.20 -0.18 0.04
H 0.84 -1.91 0.56
C -0.26 1.22 -0.13
H -2.04 -0.75 0.59
```

## Properties
SMILES: O=CN(O)C=S
Energy: -681.288456 a.u.
Lowest unoccupied orbital energy: -0.43 eV
Total charge: 0
Strongest force on any atom: 0.1202 hartree/bohr
HOMO-LUMO gap: 8.010 eV
Highest occupied orbital energy: -8.44 eV


8.
The following is a quantum chemistry calculation of a molecular structure, C2H3NO2S at a distorted geometry, from the OMol25 dataset.

XYZ file:
```
9
C2H3NO2S the ωB97M-V functional and the def2-TZVPD basis
C -1.24 0.16 -0.05
H 0.51 -1.29 -0.21
O -2.04 -0.94 0.03
H -2.86 -0.49 -0.14
O -1.82 1.27 -0.11
N 1.14 0.71 0.05
S 2.69 -0.07 -0.11
C 0.26 -0.20 -0.02
H 3.36 0.85 0.55
```

## Properties
Energy: -681.394624 a.u.
Lowest unoccupied orbital energy: -0.44 eV
Total charge: 0
Strongest force on any atom: 0.0816 hartree/bohr
HOMO-LUMO gap: 9.309 eV
Highest occupied orbital energy: -9.75 eV


9.
The following is a quantum chemistry calculation of C2H3NO2S in the gas phase at a distorted geometry, from the OMol25 dataset.

XYZ file:
```
9
C2H3NO2S the ωB97M-V functional and the def2-TZVPD basis
S -1.93 -1.15 -0.14
H 2.60 -0.92 -0.31
N 0.85 -0.49 -0.11
C 0.02 0.50 0.10
O 2.20 0.02 -0.19
H 0.49 1.56 0.18
O -2.14 1.48 -0.17
H -0.67 -1.55 0.71
C -1.42 0.53 -0.08
```

## Properties
SMILES: O=C(S)/C=N/O
Energy: -681.315894 a.u.
Lowest unoccupied orbital energy: -0.76 eV
Total charge: 0
Strongest force on any atom: 0.1019 hartree/bohr
HOMO-LUMO gap: 9.185 eV
Highest occupied orbital energy: -9.95 eV


10.
The following is a quantum chemistry calculation of C2H3NO2S in the gas phase at a distorted geometry, from the OMol25 dataset.

XYZ file:
```
9
C2H3NO2S the ωB97M-V functional and the def2-TZVPD basis
C -0.55 -1.29 0.84
H 0.36 0.16 -1.80
S 0.79 -0.11 0.67
O -0.38 -2.38 1.27
C -0.18 1.30 0.03
H -0.55 1.96 0.85
O -0.05 0.92 -2.20
N -0.43 1.71 -1.14
H -1.52 -0.88 0.46
```

## Properties
SMILES: O=CS/C=N\O
Energy: -681.347264 a.u.
Lowest unoccupied orbital energy: 0.24 eV
Total charge: 0
Strongest force on any atom: 0.0323 hartree/bohr
HOMO-LUMO gap: 10.763 eV
Highest occupied orbital energy: -10.52 eV


11.
The following is a quantum chemistry calculation of 2 unconnected molecules or ions with the total composition C2H3NO2S at a distorted geometry, from the OMol25 dataset.

XYZ file:
```
9
C2H3NO2S the ωB97M-V functional and the def2-TZVPD basis
H 2.06 -0.93 0.79
H -0.82 1.77 -0.95
O -1.60 0.74 -1.40
C 0.28 0.33 0.23
S 1.24 1.28 -0.83
N -1.05 0.18 -0.05
C 0.96 -0.76 0.91
H -1.51 -0.75 0.04
O 0.43 -1.85 1.27
```

## Properties
Energy: -681.241748 a.u.
Lowest unoccupied orbital energy: -1.89 eV
Total charge: 0
Strongest force on any atom: 0.1491 hartree/bohr
HOMO-LUMO gap: 7.876 eV
Highest occupied orbital energy: -9.77 eV


12.
The following is a quantum chemistry calculation of 2 unconnected molecules or ions with the total composition C2H3NO2S at a distorted geometry, from the OMol25 dataset.

XYZ file:
```
9
C2H3NO2S the ωB97M-V functional and the def2-TZVPD basis
O -1.58 -0.91 -0.34
S 0.92 1.26 1.56
C 0.88 -0.07 -0.82
O -2.21 -1.38 1.74
C 1.04 1.10 -0.16
N -1.59 -0.96 0.84
H 1.01 2.05 -0.70
H 0.95 -0.20 -1.89
H 0.58 -0.90 -0.23
```

## Properties
Energy: -681.228838 a.u.
Lowest unoccupied orbital energy (alpha / beta): -1.27 / -2.04 eV
Total charge: 0
Strongest force on any atom: 0.0390 hartree/bohr
HOMO-LUMO gap (alpha / beta): 8.002 / 6.864 eV
Highest occupied orbital energy (alpha / beta): -9.27 / -8.90 eV


13.
The following is a quantum chemistry calculation of C2H3NO2S in the gas phase at a distorted geometry, from the OMol25 dataset.

XYZ file:
```
9
C2H3NO2S the ωB97M-V functional and the def2-TZVPD basis
N -1.13 1.17 1.15
S 0.95 -0.17 0.06
O -0.34 -1.35 -1.90
C -0.75 0.36 0.26
H 1.60 -1.72 -1.77
H 0.65 1.32 1.94
H -1.44 -0.01 -0.49
O -0.28 1.60 2.11
C 0.72 -1.20 -1.36
```

## Properties
SMILES: O=CS/C=N\O
Energy: -681.350868 a.u.
Lowest unoccupied orbital energy: 0.31 eV
Total charge: 0
Strongest force on any atom: 0.0202 hartree/bohr
HOMO-LUMO gap: 10.122 eV
Highest occupied orbital energy: -9.81 eV


14.
The following is a quantum chemistry calculation of C2H3NO2S in the gas phase at a distorted geometry, from the OMol25 dataset.

XYZ file:
```
9
C2H3NO2S the ωB97M-V functional and the def2-TZVPD basis
H 1.88 0.66 -0.65
C -0.37 -0.06 0.04
H 0.85 -1.90 1.25
H -0.66 2.07 -0.34
O 1.16 1.50 -0.89
O 2.00 -0.31 0.40
N -0.17 1.27 -0.01
S -1.81 -0.87 0.03
C 0.84 -0.83 0.51
```

## Properties
SMILES: O=CC(=S)NO
Energy: -681.262070 a.u.
Lowest unoccupied orbital energy: -1.72 eV
Total charge: 0
Strongest force on any atom: 0.1102 hartree/bohr
HOMO-LUMO gap: 7.698 eV
Highest occupied orbital energy: -9.42 eV


15.
The following is a quantum chemistry calculation of 2 unconnected molecules or ions with the total composition C2H3NO2S at a distorted geometry, from the OMol25 dataset.

XYZ file:
```
9
C2H3NO2S the ωB97M-V functional and the def2-TZVPD basis
N 1.28 -0.81 -0.15
S -3.22 0.18 0.37
C 0.31 0.36 0.00
O 2.53 1.03 -1.13
C 1.69 0.38 -0.64
H -0.64 0.34 -0.59
H 1.76 -1.16 0.67
H 0.24 0.79 1.00
O -3.94 -1.10 0.47
```

## Properties
SMILES: O=C1CN1.O=S
Energy: -681.298073 a.u.
Lowest unoccupied orbital energy (alpha / beta): -1.77 / -1.81 eV
Total charge: 0
Strongest force on any atom: 0.0618 hartree/bohr
HOMO-LUMO gap (alpha / beta): 7.768 / 7.576 eV
Highest occupied orbital energy (alpha / beta): -9.54 / -9.39 eV


16.
The following is a quantum chemistry calculation of C2H3NO2S in the gas phase at a distorted geometry, from the OMol25 dataset.

XYZ file:
```
9
C2H3NO2S the ωB97M-V functional and the def2-TZVPD basis
H -0.04 -0.86 -0.67
O -4.20 -1.23 0.10
H 0.29 1.67 -0.74
N 0.04 1.13 0.06
S -4.21 0.23 -0.03
C -1.24 0.68 0.24
H 0.09 -0.68 1.27
C -0.20 -0.37 0.29
O -2.44 0.98 -0.02
```

## Properties
2S+1: 3
Energy: -681.227816 a.u.
Lowest unoccupied orbital energy (alpha / beta): 0.03 / -0.34 eV
Total charge: 0
Strongest force on any atom: 0.1579 hartree/bohr
HOMO-LUMO gap (alpha / beta): 5.858 / 10.175 eV
Highest occupied orbital energy (alpha / beta): -5.82 / -10.51 eV


17.
The following is a quantum chemistry calculation of C2H3NO2S2 in the gas phase at a distorted geometry, from the OMol25 dataset.

XYZ file:
```
10
C2H3NO2S2 the ωB97M-V functional and the def2-TZVPD basis
H -1.12 -0.53 0.50
C 0.94 -1.42 0.10
O 4.11 0.94 0.09
H 0.44 0.18 1.46
H 0.28 0.50 -0.32
S 2.75 -0.93 0.91
N 3.06 0.49 -0.17
O 2.30 0.79 -1.03
C 0.01 -0.25 0.50
S 0.75 -2.62 -0.85
```

## Properties
SMILES: CC(=S)S[N+](=O)[O-]
Energy: -1079.453016 a.u.
Lowest unoccupied orbital energy: -0.97 eV
Total charge: 0
Strongest force on any atom: 0.0764 hartree/bohr
HOMO-LUMO gap: 8.371 eV
Highest occupied orbital energy: -9.34 eV


18.
The following is a quantum chemistry calculation of 2 unconnected molecules or ions with the total composition C2H3NO2S2 at a distorted geometry, from the OMol25 dataset.

XYZ file:
```
10
C2H3NO2S2 the ωB97M-V functional and the def2-TZVPD basis
O -1.53 0.18 -3.08
C -1.30 -1.27 -1.59
H -0.33 0.83 0.26
H 1.85 -0.38 -0.33
H -1.13 -0.14 1.59
N -2.22 -0.51 -2.32
O -3.40 -0.46 -2.13
C -0.38 -0.07 0.77
S 0.90 -1.11 0.49
S -0.24 -2.37 -1.94
```

## Properties
Energy: -1079.345915 a.u.
Lowest unoccupied orbital energy (alpha / beta): -1.52 / -0.86 eV
Total charge: 0
Strongest force on any atom: 0.0441 hartree/bohr
HOMO-LUMO gap (alpha / beta): 6.531 / 7.509 eV
Highest occupied orbital energy (alpha / beta): -8.05 / -8.37 eV


19.
The following is a quantum chemistry calculation of 2 unconnected molecules or ions with the total composition C2H3NO3P at a distorted geometry, from the OMol25 dataset.

XYZ file:
```
10
C2H3NO3P the ωB97M-V functional and the def2-TZVPD basis
H -0.99 1.35 0.52
H -2.23 -1.92 1.09
C 2.68 0.45 -0.17
N -0.81 -0.43 -0.28
O 2.76 -0.35 0.69
H -2.73 -1.51 -0.89
O 3.14 1.07 -0.99
O 0.79 1.30 -0.28
C -0.24 0.73 0.05
P -2.37 -0.69 0.26
```

## Properties
2S+1: 3
Energy: -699.722527 a.u.
Lowest unoccupied orbital energy (alpha / beta): 4.05 / 1.68 eV
Total charge: -1
Strongest force on any atom: 0.1049 hartree/bohr
HOMO-LUMO gap (alpha / beta): 3.566 / 6.926 eV
Highest occupied orbital energy (alpha / beta): 0.48 / -5.25 eV


20.
The following is a quantum chemistry calculation of C2H3NO3S in the gas phase at a distorted geometry, from the OMol25 dataset.

XYZ file:
```
10
C2H3NO3S the ωB97M-V functional and the def2-TZVPD basis
O -1.90 -0.71 0.13
H -0.12 1.08 -1.06
N 0.23 -1.53 0.15
C 0.01 0.78 -0.12
O 2.16 -0.02 1.22
O 2.37 -0.35 -1.15
H -0.10 -2.51 -0.14
C -0.72 -0.53 0.09
H 0.05 1.39 0.79
S 1.51 -0.25 -0.04
```

## Properties
Energy: -756.612580 a.u.
Lowest unoccupied orbital energy: 0.40 eV
Total charge: 0
Strongest force on any atom: 0.1119 hartree/bohr
HOMO-LUMO gap: 11.090 eV
Highest occupied orbital energy: -10.69 eV